(1)
Molecular formula: C4H7Cl2NOSi
Method: DFT, ωB97M-V with the def2-TZVPD basis set

```
16
Properties=species:S:1:pos:R:3
C 0.712 0.426 -0.062
C -1.403 1.305 0.211
C -0.787 0.105 -0.322
C -1.167 -1.218 0.412
N 0.839 1.532 0.530
O -0.345 2.116 0.805
Si 2.512 -0.560 -0.603
Cl 3.897 0.764 -0.578
Cl 2.815 -2.090 0.656
H -2.068 1.731 -0.557
H -2.137 1.240 1.051
H -0.981 0.105 -1.488
H -1.255 -0.992 1.528
H -0.389 -1.946 0.104
H -2.250 -1.467 0.313
H 2.006 -1.052 -1.999
```

Output
calculated total energy = -1496.476255 Eh
HOMO energy = -9.164 eV
Kohn-Sham gap = 9.80 eV
total charge = 0
SMILES = C[C@H]1CON=C1[SiH](Cl)Cl
ΔE to the lowest compared entry with this formula, charge and spin = 3.145 eV

Atom charges from the Mulliken analysis, given in e for atoms 1 to 5: C -0.097; C -0.762; C 0.679; C -1.238; N -0.244

=====

(2)
Molecular formula: C10H10BClF4Pm
Method: DFT, ωB97M-V with the def2-TZVPD basis set

```
27
Properties=species:S:1:pos:R:3
C -1.219 -0.289 2.782
C -1.677 -0.080 1.436
C -1.058 1.110 0.919
H -2.433 -0.686 0.892
C -0.222 1.637 1.977
C -0.311 0.773 3.122
H 0.325 0.895 4.012
H -1.662 -1.045 3.438
H -1.220 1.572 -0.078
H 0.307 2.587 2.096
Pm 0.928 -0.632 1.350
Cl 0.149 -2.137 -0.535
C 0.423 -0.477 -4.131
C 0.560 0.945 -4.084
C -0.746 1.510 -3.957
H 1.489 1.500 -4.181
C -1.690 0.438 -3.929
C -0.968 -0.789 -4.039
H -1.402 -1.784 -4.089
H 1.229 -1.194 -4.254
H -0.985 2.570 -3.936
H -2.771 0.541 -3.888
F 3.064 -0.919 2.499
B 2.607 -1.433 3.935
F 3.131 -2.638 4.273
F 2.964 -0.448 4.805
F 1.190 -1.526 3.566
```

Output
calculated total energy = -1880.226499 Eh
HOMO energy (alpha / beta) = -2.579 / -2.580 eV
Kohn-Sham gap (alpha / beta) = 4.21 / 4.34 eV
multiplicity = 5
total charge = -1
ΔE to the lowest compared entry with this formula, charge and spin = 0.000 eV

Atom charges from the Mulliken analysis, given in e for atoms 1 to 5: C -0.460; C -0.394; C -0.657; H 0.410; C -0.330

=====

(3)
Molecular formula: C3H8ClN2O
Method: DFT, ωB97M-V with the def2-TZVPD basis set

```
15
Properties=species:S:1:pos:R:3
C 1.638 -1.417 0.212
C -0.397 0.068 0.394
C -1.200 1.194 -0.307
N -2.524 1.144 0.341
N 0.883 -0.274 -0.353
O -3.080 2.176 0.554
Cl -1.425 0.697 -2.036
H 0.979 -2.270 0.425
H 2.479 -1.988 -0.274
H 2.076 -1.166 1.230
H -0.798 -0.989 0.293
H -0.025 0.263 1.340
H -0.630 2.241 -0.168
H 1.384 0.613 -0.336
H 0.640 -0.291 -1.316
```

Output
calculated total energy = -763.659783 Eh
HOMO energy = -13.608 eV
Kohn-Sham gap = 8.89 eV
total charge = +1
SMILES = C[NH2+]C[C@@H](Cl)N=O
ΔE to the lowest compared entry with this formula, charge and spin = 3.759 eV

Atom charges from the Mulliken analysis, given in e for atoms 1 to 5: C -0.736; C -0.846; C 0.338; N 0.045; N -0.210

=====

(4)
Molecular formula: C36H23N10SeSr
Method: DFT, ωB97M-V with the def2-TZVPD basis set

```
71
Properties=species:S:1:pos:R:3
Sr 0.121 -0.375 -0.242
C -0.058 2.286 -3.882
C 0.451 3.539 -3.555
C 0.530 3.917 -2.233
C 0.113 3.020 -1.235
N -0.359 1.814 -1.561
C -0.458 1.457 -2.852
N 0.199 3.496 0.068
C -0.040 2.854 1.164
N -0.362 1.546 1.438
C -0.490 1.406 2.791
N -0.781 0.397 3.553
C -1.120 -0.888 3.150
C -1.610 -1.728 4.165
C -1.976 -3.020 3.857
C -1.858 -3.472 2.547
C -1.367 -2.596 1.599
N -0.997 -1.340 1.900
C -0.214 2.716 3.456
C -0.210 3.096 4.784
C 0.091 4.424 5.068
C 0.372 5.331 4.047
C 0.360 4.935 2.713
C 0.063 3.613 2.447
H -0.148 1.954 -4.907
H 0.779 4.220 -4.332
H 0.905 4.884 -1.931
H -0.858 0.455 -3.012
H -1.690 -1.329 5.166
H -2.358 -3.673 4.633
H -2.145 -4.473 2.257
H -1.272 -2.858 0.544
H -0.435 2.378 5.562
H 0.107 4.763 6.097
H 0.602 6.359 4.300
H 0.573 5.623 1.905
Se 8.074 -3.155 -0.254
N 7.041 -2.430 1.014
C 5.897 -2.150 0.456
C 4.779 -1.546 1.174
C 4.846 -1.250 2.534
C 3.745 -0.702 3.153
C 2.602 -0.474 2.392
N 2.528 -0.747 1.096
C 3.596 -1.271 0.482
C 3.477 -1.572 -0.965
N 2.329 -1.237 -1.559
C 2.166 -1.531 -2.844
C 3.141 -2.181 -3.603
C 4.331 -2.510 -3.003
C 4.520 -2.191 -1.655
C 5.764 -2.482 -0.950
N 6.807 -3.028 -1.509
H 5.759 -1.459 3.075
H 3.748 -0.459 4.206
H 1.708 -0.062 2.847
H 1.217 -1.258 -3.285
H 2.920 -2.440 -4.629
H 5.122 -3.013 -3.545
N -0.947 -1.771 -1.757
C -0.618 -2.644 -2.659
C -0.814 -2.450 -4.101
C -0.237 -3.243 -5.067
C 0.548 -4.365 -4.749
C 0.685 -4.660 -3.385
C 0.127 -3.878 -2.399
H -1.421 -1.594 -4.391
H -0.403 -2.995 -6.114
H 0.976 -4.995 -5.517
H 1.260 -5.536 -3.089
H 0.293 -4.138 -1.354
```

Output
calculated total energy = -4365.524432 Eh
HOMO energy = -1.987 eV
Kohn-Sham gap = 3.13 eV
total charge = -1
ΔE to the lowest compared entry with this formula, charge and spin = 0.000 eV

Atom charges from the Mulliken analysis, given in e for atoms 1 to 5: Sr 2.220; C -0.635; C -0.389; C -0.413; C 0.138

=====

(5)
Molecular formula: C3H11NOS
Method: DFT, ωB97M-V with the def2-TZVPD basis set

```
17
Properties=species:S:1:pos:R:3
C -2.439 1.471 2.436
C -2.071 -0.018 2.424
S -0.805 -0.562 3.622
H -1.829 2.163 3.008
H -3.438 1.673 2.837
H -2.515 1.832 1.404
H -2.950 -0.607 2.596
H -1.683 -0.213 1.430
H -1.023 0.459 4.463
N 2.366 -1.200 -4.115
C 2.712 -0.800 -2.800
O 1.612 -0.133 -2.158
H 1.471 -1.662 -4.092
H 2.323 -0.447 -4.802
H 2.860 -1.732 -2.232
H 3.553 -0.121 -2.804
H 1.855 -0.102 -1.218
```

Output
calculated total energy = -649.048827 Eh
HOMO energy = -9.052 eV
Kohn-Sham gap = 9.78 eV
total charge = 0
SMILES = CCS.NCO
ΔE to the lowest compared entry with this formula, charge and spin = 0.903 eV

Atom charges from the Mulliken analysis, given in e for atoms 1 to 5: C -0.968; C -0.345; S -0.237; H 0.316; H 0.298

=====

(6)
Molecular formula: C18H13ClF5N2O3SeSn
Method: DFT, ωB97M-V with the def2-TZVPD basis set

```
44
Properties=species:S:1:pos:R:3
Sn -0.153 -1.054 -1.551
O 1.501 2.071 0.390
C 0.470 2.126 -0.235
N -0.161 1.020 -0.818
C -1.329 1.407 -1.415
O -2.041 0.550 -1.951
C -1.490 2.864 -1.280
C -2.443 3.739 -1.756
C -2.277 5.089 -1.457
C -1.198 5.530 -0.701
C -0.235 4.640 -0.227
C -0.393 3.308 -0.538
H -3.282 3.388 -2.342
H -2.993 5.813 -1.823
H -1.106 6.584 -0.478
H 0.607 4.983 0.358
Cl 2.097 -1.231 2.992
C 0.658 -0.590 2.194
H 0.961 0.213 1.530
H -0.057 -0.256 2.936
F -5.901 -2.563 2.690
C -4.620 -2.433 2.414
C -4.071 -1.166 2.275
F -4.831 -0.094 2.439
C -2.737 -1.042 1.937
F -2.208 0.172 1.753
C -1.937 -2.158 1.751
Se -0.123 -2.070 1.137
C -2.501 -3.419 1.914
F -1.735 -4.492 1.722
C -3.835 -3.567 2.244
F -4.378 -4.765 2.382
C 4.224 -0.606 -2.064
N 4.197 -1.928 -1.446
C 5.372 -2.798 -1.511
C 3.081 -2.359 -0.903
O 2.016 -1.708 -0.884
H 5.252 -0.288 -2.202
H 3.709 0.108 -1.423
H 3.721 -0.618 -3.034
H 6.227 -2.225 -1.851
H 5.212 -3.619 -2.210
H 5.598 -3.212 -0.530
H 3.129 -3.344 -0.428
```

Output
calculated total energy = -4604.007094 Eh
HOMO energy = -12.004 eV
Kohn-Sham gap = 8.36 eV
total charge = +1
ΔE to the lowest compared entry with this formula, charge and spin = 0.566 eV

Atom charges from the Mulliken analysis, given in e for atoms 1 to 5: Sn 0.817; O -0.613; C -0.051; N 0.027; C 0.740

=====

(7)
Molecular formula: C3H4N2O
Method: DFT, ωB97M-V with the def2-TZVPD basis set

```
10
Properties=species:S:1:pos:R:3
O 2.060 -0.108 -0.267
C 0.714 0.034 -0.098
C -0.238 -0.851 0.353
N -1.405 -0.138 0.426
N -1.291 1.089 -0.092
C -0.038 1.140 -0.538
H 2.442 -0.553 0.502
H -0.234 -1.913 0.164
H -2.203 -0.367 1.001
H 0.192 1.666 -1.451
```

Output
calculated total energy = -301.403283 Eh
HOMO energy = -8.926 eV
Kohn-Sham gap = 9.74 eV
total charge = 0
SMILES = Oc1cn[nH]c1
ΔE to the lowest compared entry with this formula, charge and spin = 2.284 eV

Atom charges from the Mulliken analysis, given in e for atoms 1 to 5: O -0.533; C 0.351; C -0.427; N 0.196; N -0.631

=====

(8)
Molecular formula: C12H14BHfN9
Method: DFT, ωB97M-V with the def2-TZVPD basis set

```
37
Properties=species:S:1:pos:R:3
H -0.037 3.168 1.812
N 0.257 1.784 0.184
B 0.768 0.816 -2.196
N 0.589 1.960 -1.145
C 0.762 3.267 -1.395
Hf -0.138 -0.110 0.992
H 1.032 3.582 -2.390
C 0.523 3.965 -0.226
H 0.563 5.030 -0.122
C 0.209 3.028 0.760
H 1.221 1.215 -3.241
C -2.173 -2.882 2.541
H -2.498 -3.194 3.527
H -1.128 -3.210 2.355
H -2.852 -3.279 1.791
N -0.648 0.223 -2.476
N 1.625 -0.330 -1.569
N -1.426 -0.283 -1.447
N 1.502 -0.789 -0.271
C -1.305 0.150 -3.651
C 2.637 -0.975 -2.178
H -0.808 0.519 -4.543
H 2.897 -0.747 -3.204
C -2.554 -0.396 -3.420
C 3.183 -1.867 -1.275
C -2.596 -0.670 -2.036
C 2.463 -1.739 -0.085
H -3.296 -0.537 -4.199
H 4.002 -2.532 -1.473
H -3.476 -1.112 -1.562
H 2.590 -2.256 0.862
H -2.128 -1.798 2.491
N 0.076 0.245 3.064
C 0.062 0.324 4.279
N 0.082 0.595 5.496
C 0.029 -0.259 6.493
N -0.012 -0.906 7.459
```

Output
calculated total energy = -1030.807296 Eh
HOMO energy = -15.749 eV
Kohn-Sham gap = 6.70 eV
total charge = +2

Atom charges from the Mulliken analysis, given in e for atoms 1 to 5: H 0.495; N -0.028; B 0.183; N -0.183; C 0.082

=====

> Among the records above, which one has the highest total charge?

C12H14BHfN9